Record 1
{
  "formula": "C2H5N2S3",
  "method": "wB97M-V/def2-TZVPD",
  "total_energy_ev": -37631.34051,
  "total_charge": 1,
  "symbols": ["C", "C", "N", "N", "S", "S", "S", "H", "H", "H", "H", "H"],
  "coordinates": [[-0.48746, 0.56906, -0.20126], [1.52410, -0.51104, 0.61617], [0.26484, -0.22975, 0.55096], [-1.71868, 1.04227, -0.44814], [-3.48678, 0.50641, -0.21128], [2.84701, -0.68995, -0.57438], [-3.73470, -1.45318, 0.25974], [0.23505, 1.41061, -0.56109], [1.85902, -0.61421, 1.61359], [-1.82005, 1.89569, -1.06236], [3.93904, -0.93305, 0.27649], [-3.41598, -2.12037, -0.81260]],
  "atomic_forces_ev_per_a": [[2.53, 4.45, -1.22], [0.28, 0.23, -0.85], [-1.39, -0.71, -0.52], [-0.43, -1.81, 0.39], [0.75, -0.40, -0.40], [-0.81, 0.00, 0.78], [0.36, 1.03, 1.59], [-1.25, -1.20, 0.05], [0.49, -0.28, 1.02], [0.80, -1.34, 0.98], [-1.46, 0.27, -0.40], [0.13, -0.22, -1.44]]
}

=====

Record 2
{
  "formula": "C2H7ClSi2",
  "method": "wB97M-V/def2-TZVPD",
  "total_energy_ev": -30462.91270,
  "symbols": ["C", "C", "Si", "Si", "Cl", "H", "H", "H", "H", "H", "H", "H"],
  "coordinates": [[1.54567, -0.24452, 0.49838], [-1.11377, 0.37972, -0.45862], [-0.18265, -1.06199, 0.51803], [-0.21958, 1.95730, -0.15907], [-0.64056, 3.36344, 1.16115], [2.06556, -0.24921, 1.45281], [2.27838, -0.09402, -0.23870], [-1.06664, 0.27900, -1.65707], [-2.10081, 0.47225, -0.22000], [-0.38713, -2.30982, -0.18001], [-0.75515, -1.02932, 1.71856], [0.37487, 2.57244, -1.35331]],
  "atomic_forces_ev_per_a": [[-2.48, 1.18, 1.55], [1.78, -0.85, -2.74], [2.78, 3.03, -4.46], [2.86, -3.26, -0.32], [-0.52, 0.72, 0.85], [-0.10, 0.03, 0.22], [0.46, -0.25, -1.46], [-0.05, 0.05, 2.53], [-3.09, 0.02, 0.52], [-0.18, -0.73, -0.21], [-1.39, -0.13, 3.49], [-0.08, 0.19, 0.03]]
}

=====

Record 3
{
  "formula": "C6H10BrF",
  "method": "wB97M-V/def2-TZVPD",
  "total_energy_ev": -79142.03449,
  "smiles": "C[C@]1(F)CC[C@@]1(C)Br",
  "symbols": ["C", "C", "F", "C", "C", "C", "C", "Br", "H", "H", "H", "H", "H", "H", "H", "H", "H", "H"],
  "coordinates": [[-0.97456, -1.00128, -1.16253], [0.05619, -0.91420, -0.12856], [0.97752, -1.89062, -0.32589], [-0.48694, -0.97189, 1.27343], [-0.03881, 0.46454, 1.69580], [0.77190, 0.44912, 0.03625], [0.51182, 1.64825, -0.88738], [2.66626, 0.19693, 0.14534], [-0.31904, -1.08028, -2.08896], [-1.61743, -0.14319, -1.42376], [-1.47744, -1.89368, -1.03754], [0.11081, -1.68460, 1.90549], [-1.62172, -0.96135, 1.38121], [-0.68173, 1.25767, 1.89219], [0.76500, 0.58675, 2.40249], [0.75335, 1.50662, -1.90073], [1.18126, 2.48120, -0.64151], [-0.57641, 1.95000, -1.13535]],
  "atomic_forces_ev_per_a": [[1.86, 1.63, -3.61], [-0.28, 1.44, 1.37], [0.22, -1.36, -0.52], [-0.64, 1.05, 2.50], [3.58, -1.07, -3.64], [-1.96, 1.45, 2.24], [-1.54, 0.44, -0.06], [0.45, 0.30, 0.30], [-1.03, -0.22, 0.55], [0.17, -0.35, 0.96], [-1.43, -1.76, 0.07], [-1.22, 0.23, -0.62], [1.49, -1.00, -0.22], [-1.69, 1.11, -0.30], [0.30, -0.55, 0.34], [1.09, -1.13, -1.48], [-0.71, 0.04, 0.49], [1.34, -0.24, 1.63]]
}

=====

Record 4
{
  "formula": "C13H17CuIN2",
  "method": "wB97M-V/def2-TZVPD",
  "spin_multiplicity": 2,
  "total_energy_ev": -69476.96820,
  "symbols": ["C", "C", "H", "H", "H", "H", "H", "H", "Cu", "C", "H", "H", "H", "I", "C", "C", "C", "C", "N", "C", "C", "C", "C", "C", "C", "N", "H", "H", "H", "H", "H", "H", "H", "H"],
  "coordinates": [[-0.80523, -2.60629, -3.11900], [-2.21708, -2.70422, -2.54375], [-0.78019, -1.89275, -3.95024], [-0.49849, -3.59077, -3.47937], [-0.02722, -2.30148, -2.41367], [-2.59053, -1.76584, -2.12823], [-2.89972, -3.00573, -3.34472], [-2.28054, -3.45671, -1.75573], [-0.05938, -0.86882, -0.34643], [-1.73268, -1.69808, 0.22412], [-2.50806, -1.14534, -0.31863], [-1.87175, -1.61858, 1.30370], [-1.64944, -2.74444, -0.08420], [2.10164, -2.05975, -0.94780], [0.30049, -0.22900, 4.08570], [0.83447, 1.06245, 4.16858], [1.07532, 1.76558, 2.99634], [0.77814, 1.17062, 1.75552], [0.30828, -0.09488, 1.69246], [0.08006, -0.77988, 2.81346], [0.94036, 1.84055, 0.45517], [1.49168, 3.12398, 0.31511], [1.63687, 3.66416, -0.95839], [1.23753, 2.91054, -2.06634], [0.70298, 1.63340, -1.86212], [0.53442, 1.13391, -0.63000], [0.05061, -0.81728, 4.96227], [1.05171, 1.50786, 5.13594], [1.49590, 2.77095, 2.98802], [-0.31724, -1.78700, 2.67628], [1.80210, 3.64628, 1.22399], [2.06527, 4.66133, -1.08093], [1.32971, 3.28899, -3.08053], [0.42000, 0.98621, -2.68655]],
  "atomic_forces_ev_per_a": [[-0.13, 0.06, -0.07], [-0.14, -0.15, -0.47], [0.02, -0.17, -0.02], [0.06, 0.11, -0.16], [-0.49, -0.09, -0.12], [0.11, -0.16, -0.27], [-0.04, 0.01, 0.11], [-0.03, 0.04, -0.20], [0.08, -0.01, 0.96], [0.09, -0.16, 0.06], [0.07, -0.23, 0.29], [-0.01, 0.08, -0.20], [-0.19, 0.36, 0.19], [0.50, -0.14, 0.15], [0.09, 0.05, -0.64], [-0.22, -0.45, -0.14], [0.02, 0.00, -0.84], [-0.29, -0.95, 1.14], [0.06, 0.58, 0.27], [0.13, 0.57, 0.30], [0.02, 0.42, -1.37], [-0.14, -0.57, 0.26], [-0.12, -0.16, -0.08], [-0.09, -0.24, 0.16], [0.28, 0.71, 0.77], [0.34, 0.65, -0.01], [0.15, 0.15, -0.05], [-0.06, -0.05, -0.18], [-0.17, -0.31, 0.33], [0.20, 0.27, 0.14], [-0.04, 0.02, -0.59], [-0.15, -0.34, -0.02], [0.06, -0.02, 0.22], [-0.01, 0.12, 0.08]]
}

=====

Record 5
{
  "formula": "C10H16N2O5",
  "method": "wB97M-V/def2-TZVPD",
  "total_energy_ev": -23840.38696,
  "symbols": ["C", "C", "C", "C", "C", "C", "C", "C", "C", "C", "H", "H", "H", "H", "H", "H", "H", "H", "H", "H", "H", "H", "H", "H", "H", "H", "N", "N", "O", "O", "O", "O", "O"],
  "coordinates": [[-2.61826, -0.60227, 0.37151], [-1.07319, -0.73328, -0.04107], [-3.54136, -1.52150, -0.23716], [-5.01796, -1.01401, 0.22875], [-4.56546, 0.77501, 0.17124], [1.03776, 0.79065, 0.18778], [1.45352, 2.40427, 0.29548], [1.50633, 0.17171, -1.25317], [3.14133, -0.28469, -0.95173], [3.52165, -1.51472, 0.00216], [-3.00044, 1.00844, -1.02761], [-2.61908, -0.80134, 1.50666], [-3.13921, -2.80109, -0.05351], [-3.47588, -1.35700, -1.45066], [-5.66841, -1.27933, 1.07474], [-5.48204, -1.52552, -0.83536], [-4.99750, 1.41501, -0.72901], [-4.81371, 1.40854, 1.22680], [-1.18830, 1.31306, 0.20528], [1.73203, 0.19100, 0.96763], [0.87613, -0.82376, -1.26287], [1.50594, 0.82086, -2.24728], [3.62146, 0.66119, -0.70204], [3.45592, -0.62746, -1.87652], [3.58143, -2.13001, 2.06246], [0.20242, 2.54038, -1.12069], [-3.10816, 0.77610, -0.01930], [-0.36560, 0.39722, 0.16764], [-0.64023, -1.88605, -0.26383], [2.48169, 2.72927, 0.85089], [4.48789, -2.23356, -0.27487], [3.09992, -1.40833, 1.44529], [0.65315, 3.16701, -0.43488]],
  "atomic_forces_ev_per_a": [[2.91, 2.09, 0.35], [-0.36, -2.77, 1.17], [-0.56, -4.34, -1.70], [1.12, 0.74, -5.17], [-1.62, 0.61, 1.01], [2.30, -1.33, -1.21], [1.07, -3.45, 0.52], [2.45, -1.61, 1.63], [-3.66, -0.21, 0.70], [3.42, 0.58, 2.51], [0.52, -1.04, 0.92], [-0.05, 0.98, -1.44], [-1.65, 4.12, -0.38], [-0.31, -0.59, 2.97], [1.08, -0.14, -0.06], [-0.04, 2.26, 3.13], [0.34, -1.63, 2.04], [0.29, -2.20, -2.81], [2.96, -3.45, 0.38], [-2.14, 1.56, -1.43], [1.43, 2.07, -0.77], [-0.27, -1.26, 2.29], [0.39, -0.46, 0.53], [1.07, -0.56, -1.73], [-1.33, 2.20, -2.68], [0.88, 1.66, 1.80], [-0.47, -0.34, 0.25], [-4.13, 5.47, 0.96], [-0.30, 2.32, 0.07], [-2.13, -0.05, -0.85], [-3.53, 1.54, 0.48], [1.39, -2.02, -1.55], [-1.09, -0.74, -1.92]]
}

=====

Record 6
{
  "formula": "C38H75BF9NO17S",
  "method": "wB97M-V/def2-TZVPD",
  "total_energy_ev": -112854.52060,
  "symbols": ["C", "O", "B", "O", "C", "C", "C", "C", "C", "C", "S", "C", "C", "C", "C", "F", "F", "C", "F", "F", "C", "F", "F", "C", "F", "F", "F", "C", "C", "C", "N", "C", "C", "C", "C", "C", "C", "H", "H", "H", "H", "H", "H", "H", "H", "H", "H", "H", "H", "H", "H", "H", "C", "O", "H", "H", "H", "H", "C", "O", "H", "H", "H", "H", "C", "O", "H", "H", "H", "H", "C", "O", "H", "H", "H", "H", "C", "O", "H", "H", "H", "H", "C", "O", "H", "H", "H", "H", "C", "O", "H", "H", "H", "H", "C", "O", "H", "H", "H", "H", "C", "O", "H", "H", "H", "H", "C", "O", "H", "H", "H", "H", "C", "O", "H", "H", "H", "H", "C", "O", "H", "H", "H", "H", "C", "O", "H", "H", "H", "H", "C", "O", "H", "H", "H", "H", "C", "O", "H", "H", "H", "H"],
  "coordinates": [[-5.60763, 7.05319, -0.98985], [-6.60499, 6.39406, -0.13274], [-5.97647, 5.68376, 0.99817], [-6.34678, 6.08161, 2.37453], [-4.90780, 4.41883, 0.85614], [-4.08037, 3.86431, 2.16104], [-3.04820, 2.56629, 2.00977], [-2.78774, 1.78467, 0.55551], [-3.60430, 2.36780, -0.73675], [-4.64362, 3.67288, -0.61788], [-3.36146, 1.52739, -2.40472], [-1.69812, 0.64692, -2.21710], [-0.83387, 0.23356, -3.58827], [0.61760, -0.56286, -3.52201], [1.50060, -1.04579, -4.81581], [0.75185, -2.11673, -5.51430], [2.73340, -1.71320, -4.25113], [2.04820, 0.16266, -5.77792], [3.38727, 0.56791, -5.20678], [1.21587, 1.42061, -5.70078], [2.34637, -0.32851, -7.31242], [3.21196, -1.55824, -7.37395], [3.17223, 0.74977, -7.97439], [1.01851, -0.53903, -8.24999], [1.05249, 0.21480, -9.54144], [0.98677, -1.99614, -8.64891], [-0.27563, -0.27900, -7.57861], [1.17772, -0.87355, -1.97804], [0.31578, -0.45744, -0.60816], [-1.16236, 0.31913, -0.70580], [-1.85979, 0.59783, 0.59989], [-2.59809, -0.59894, 1.15583], [-4.18949, -0.83464, 0.83773], [-4.99851, -2.12831, 1.50097], [-4.21089, -3.19699, 2.49889], [-2.61818, -2.91465, 2.77008], [-1.79495, -1.64594, 2.13090], [-5.86184, 8.20981, -0.97684], [-5.75063, 6.62869, -2.08472], [-4.54292, 6.81300, -0.53426], [-6.57015, 7.05853, 2.41944], [-4.20428, 4.31901, 3.25613], [-2.50397, 2.19100, 2.99713], [-5.22636, 4.11303, -1.56023], [-1.24020, 0.49318, -4.67434], [2.21428, -1.40491, -1.76131], [0.75531, -0.72471, 0.46848], [-4.81457, -0.09999, 0.17496], [-6.15437, -2.24553, 1.24586], [-4.83524, -4.08521, 2.94882], [-1.98745, -3.64853, 3.46740], [-0.66238, -1.44576, 2.35548], [0.32857, 3.69773, -3.48705], [-1.05953, 3.42521, -3.42963], [0.78500, 3.41956, -2.53428], [0.78271, 3.11276, -4.29069], [0.48426, 4.76448, -3.66551], [-1.43700, 3.68195, -4.28806], [2.92482, -2.63519, 1.06265], [3.08223, -1.32624, 1.57863], [2.13209, -3.14276, 1.61714], [2.65025, -2.58083, 0.00627], [3.85981, -3.18859, 1.17916], [3.79157, -0.90090, 1.06754], [-9.55250, -2.52684, 0.42803], [-8.44639, -1.93534, 1.08456], [-9.80689, -3.46176, 0.93271], [-10.40797, -1.84811, 0.47015], [-9.29070, -2.73623, -0.61199], [-8.24394, -1.10845, 0.61491], [-10.17571, 4.87845, 0.79839], [-9.15232, 4.40582, 1.65494], [-11.12748, 4.43895, 1.10573], [-10.23916, 5.96701, 0.87113], [-9.95600, 4.58347, -0.23056], [-8.32058, 4.81244, 1.35803], [-12.90093, 3.27791, 3.42619], [-11.87754, 2.80527, 4.28274], [-13.85270, 2.83841, 3.73353], [-12.96437, 4.36647, 3.49893], [-12.68121, 2.98293, 2.39724], [-11.04579, 3.21189, 3.98584], [-7.35832, -5.25825, 2.22047], [-6.27001, -5.53509, 1.35831], [-7.30545, -4.21344, 2.53522], [-8.29787, -5.42937, 1.68921], [-7.30142, -5.90470, 3.09962], [-6.34353, -6.46834, 1.09576], [6.94643, 0.16971, -5.77283], [6.09620, 0.95836, -4.96072], [7.92767, 0.10033, -5.29761], [6.52372, -0.83245, -5.87893], [7.05165, 0.63825, -6.75437], [5.23382, 1.00195, -5.40758], [6.27065, -1.94888, -8.87373], [5.16174, -2.26839, -9.69386], [7.18346, -2.30801, -9.35466], [6.33060, -0.86515, -8.74646], [6.15806, -2.43504, -7.90162], [4.36708, -1.93773, -9.24167], [6.78061, -3.31356, -0.15923], [6.09625, -2.15462, 0.27996], [6.91537, -3.98932, 0.68853], [6.19201, -3.81457, -0.93176], [7.75863, -3.03157, -0.55669], [5.99135, -1.57440, -0.49311], [-4.49656, -1.86514, 6.39840], [-5.13867, -2.88068, 5.64957], [-3.74750, -1.37922, 5.76890], [-5.23466, -1.12589, 6.71933], [-4.00618, -2.30785, 7.26879], [-5.79716, -3.29357, 6.23370], [9.33173, -5.24615, -2.24061], [9.48914, -3.93719, -1.72463], [8.53900, -5.75371, -1.68612], [9.05716, -5.19178, -3.29699], [10.26672, -5.79954, -2.12409], [10.19848, -3.51185, -2.23572], [-3.21591, 7.15771, 5.36977], [-3.85802, 6.14217, 4.62093], [-2.46685, 7.64364, 4.74027], [-3.95401, 7.89696, 5.69069], [-2.72553, 6.71501, 6.24015], [-4.51651, 5.72929, 5.20507], [8.73373, -4.82885, 3.20567], [9.06055, -5.11360, 1.85790], [8.44007, -5.75586, 3.70357], [9.60551, -4.40648, 3.71152], [7.90185, -4.12107, 3.23806], [9.31691, -4.27292, 1.44218], [12.00891, -2.39167, 4.49123], [11.01663, -3.32658, 4.87295], [11.82330, -2.07696, 3.46167], [11.96305, -1.52091, 5.14998], [12.99468, -2.85879, 4.55508], [11.20726, -3.58737, 5.78997], [11.94356, 1.72612, 6.06125], [12.02159, 0.55005, 6.84557], [12.94657, 1.99312, 5.72043], [11.30272, 1.54539, 5.19468], [11.53712, 2.54133, 6.66480], [11.11747, 0.33794, 7.13345]],
  "atomic_forces_ev_per_a": [[0.01, 0.12, -0.39], [2.20, -0.88, 1.96], [-0.46, 0.51, 0.87], [0.65, 0.60, -3.08], [2.59, -3.22, -0.52], [0.79, -2.55, -3.22], [-1.90, 1.52, -2.65], [-2.76, 3.91, 1.35], [-0.03, 1.41, 3.19], [1.79, -0.99, 3.37], [1.48, -0.24, 1.84], [2.98, -1.50, 0.97], [1.81, -0.98, 2.40], [-2.21, 1.34, 4.20], [-0.36, -1.81, 2.99], [2.40, 3.31, 1.17], [-3.49, 1.84, -2.08], [1.70, 1.67, 1.15], [-4.40, -1.19, -1.85], [2.64, -4.59, -0.76], [2.72, 1.12, -1.74], [-3.09, 4.12, 0.60], [-2.63, -3.38, 2.14], [-2.57, -2.27, -2.87], [-0.07, -2.48, 4.98], [0.03, 5.08, 1.40], [4.73, -0.58, -2.17], [-3.05, 1.51, 0.42], [-1.32, 0.85, -3.63], [3.06, -1.77, -3.47], [-2.04, 0.09, -2.23], [-2.11, -3.64, 1.88], [1.54, -2.99, 2.61], [3.96, 0.75, 0.77], [1.85, 4.03, -2.35], [-1.36, 1.92, -1.76], [-4.46, -0.26, -1.07], [0.79, -2.41, -0.08], [0.59, 0.97, 2.22], [-1.96, 0.76, -1.42], [0.11, -1.81, -0.29], [0.28, -0.93, -2.93], [-1.22, 0.76, -2.52], [1.55, -1.34, 2.19], [0.72, -0.51, 2.79], [-2.50, 1.27, -0.82], [-0.95, 0.69, -2.73], [1.56, -1.47, 1.40], [2.80, 0.17, 0.69], [1.74, 2.00, -0.95], [-1.67, 1.78, -1.70], [-2.50, -0.55, -0.41], [0.03, 0.07, -0.21], [-0.40, 0.15, -0.38], [-0.17, -0.01, -0.11], [0.23, 0.16, 0.17], [0.27, 0.01, 0.04], [0.11, -0.15, 0.54], [0.27, -0.06, 0.00], [0.07, 0.50, -0.14], [0.05, 0.18, -0.05], [-0.04, -0.33, -0.03], [-0.14, -0.14, -0.14], [-0.27, -0.27, 0.41], [-0.01, 0.14, -0.16], [0.35, 0.41, -0.04], [0.11, 0.18, -0.02], [-0.15, -0.18, -0.10], [-0.23, -0.14, -0.05], [-0.07, -0.40, 0.36], [0.24, 0.09, -0.07], [0.36, -0.02, 0.06], [0.18, 0.02, 0.01], [-0.21, 0.02, -0.18], [-0.24, 0.11, -0.10], [-0.47, -0.23, 0.36], [0.24, 0.06, 0.01], [0.44, 0.08, 0.04], [0.20, 0.03, 0.02], [-0.22, 0.04, -0.17], [-0.24, 0.08, -0.12], [-0.36, -0.28, 0.19], [-0.03, -0.16, -0.02], [0.18, -0.45, -0.28], [0.04, -0.12, -0.12], [-0.17, 0.09, 0.21], [-0.22, 0.09, 0.14], [0.15, 0.56, 0.09], [-0.24, 0.08, -0.02], [-0.34, 0.18, -0.05], [-0.18, 0.06, -0.01], [0.20, -0.12, -0.15], [0.20, -0.18, -0.11], [0.62, 0.04, 0.35], [-0.23, 0.07, 0.05], [-0.49, 0.07, -0.03], [-0.20, 0.02, 0.00], [0.24, 0.00, 0.14], [0.24, 0.07, 0.11], [0.45, -0.26, -0.33], [0.22, 0.00, -0.17], [-0.49, 0.79, -0.13], [-0.08, 0.14, -0.08], [0.15, -0.22, -0.04], [-0.09, -0.32, -0.01], [0.13, -0.29, 0.46], [-0.11, -0.04, 0.11], [-0.42, -0.46, 0.08], [-0.16, -0.16, -0.01], [0.18, 0.17, 0.10], [0.12, 0.22, 0.09], [0.36, 0.21, -0.40], [0.12, -0.07, -0.14], [0.46, 0.54, -0.12], [0.14, 0.17, -0.01], [-0.03, -0.25, -0.02], [-0.13, -0.22, -0.07], [-0.41, -0.18, 0.36], [-0.08, -0.07, 0.16], [-0.37, -0.38, 0.11], [-0.15, -0.15, 0.03], [0.18, 0.16, 0.11], [0.12, 0.25, 0.08], [0.28, 0.23, -0.40], [0.20, 0.24, 0.15], [0.14, 0.17, -0.68], [0.01, 0.06, -0.19], [-0.34, -0.08, 0.14], [-0.09, 0.01, 0.26], [-0.10, -0.54, 0.12], [0.15, 0.13, 0.21], [-0.07, -0.27, 0.58], [-0.05, -0.14, 0.14], [0.23, 0.12, -0.15], [0.12, 0.21, -0.12], [-0.18, 0.09, -0.53], [-0.20, 0.02, 0.01], [-0.33, -0.41, 0.29], [-0.14, -0.13, 0.11], [0.05, 0.25, -0.11], [0.04, 0.18, -0.20], [0.56, 0.07, -0.11]]
}